Record 1
Entry from the Open Molecules 2025 dataset: 3 unconnected molecules or ions with the total composition C24H43F4N6O2S2 in a non-equilibrium geometry (ωB97M-V/def2-TZVPD).

Geometry as XYZ:
```
81
Properties=species:S:1:pos:R:3:forces:R:3:mulliken_charge:R:1
C 3.0456 0.8881 -3.0804 -0.783 0.037 -0.665 -0.277
C 2.2064 1.0857 -4.3953 0.820 -1.135 0.629 -0.820
C 1.8808 -0.3326 -4.9424 0.514 0.302 -0.169 -0.949
C 1.2100 -1.2886 -3.9156 -0.081 0.612 -0.574 -0.648
C 0.0241 -0.6829 -3.1189 0.045 -0.537 0.496 -0.811
C -0.1035 -1.4287 -1.7606 -0.327 -0.494 -0.815 0.368
C -1.4667 -1.1958 -1.0444 1.370 -0.240 0.241 -1.222
N -1.5075 0.0798 -0.2986 -0.369 0.146 -0.224 0.047
C -0.7994 0.2803 0.8004 0.463 -0.785 0.179 0.398
N -0.7349 1.3818 1.5556 -0.105 1.049 0.684 -0.468
C 0.1271 1.1586 2.5650 -1.272 -1.840 -2.101 -0.167
C 0.5622 2.1175 3.6685 0.800 0.832 -0.488 0.783
F 1.5649 2.8808 3.1394 -0.400 -0.281 0.105 -0.249
F 1.1318 1.4649 4.7115 -0.838 -0.149 -0.204 -0.327
C -0.5415 3.1112 4.1442 0.692 0.853 -0.093 0.041
F -0.7241 3.9895 3.1290 -0.458 -0.672 0.152 -0.229
F 0.0152 3.8373 5.1483 -0.334 -0.650 0.016 -0.292
N 0.5641 -0.0945 2.4164 2.009 -2.030 2.129 0.499
C 1.5236 -0.9260 3.1878 1.352 0.627 1.111 -0.943
C 2.9473 -0.3094 3.0667 -0.323 0.715 -1.000 -0.428
C 3.6287 -0.5217 1.6679 -0.591 -0.629 1.197 0.125
S 5.0562 0.6243 1.5918 -0.144 -0.059 -0.533 -0.153
C 4.8488 1.7973 0.2587 0.032 -0.185 -0.920 0.207
S 6.1494 2.0932 -0.6722 -0.108 -0.037 0.573 -0.160
N 3.6493 2.4997 0.0068 -0.002 0.266 0.244 0.446
C 3.5685 3.7120 -0.6545 -0.423 1.234 -0.920 -0.201
C 2.2470 4.0542 -0.7458 0.709 -0.909 0.428 -0.879
N 1.4824 3.0482 -0.1316 -0.148 0.675 -0.574 -0.417
C 2.3360 2.1814 0.2810 0.303 -1.005 0.650 0.326
N 0.0086 -0.6983 1.3442 -1.257 2.178 -0.629 -0.198
H 3.7116 1.7484 -2.9420 -0.250 -0.264 0.407 0.320
H 3.6412 -0.0406 -3.1461 -0.066 0.512 -0.026 0.340
H 2.3199 0.7488 -2.2614 0.556 0.274 0.102 -0.250
H 1.2837 1.6474 -4.1875 0.441 0.064 -0.190 0.336
H 2.8623 1.6239 -5.0984 -0.634 -0.114 0.002 0.374
H 2.8632 -0.7834 -5.1907 -0.473 0.109 -0.034 0.357
H 1.3420 -0.2633 -5.9042 -0.091 -0.093 0.507 0.372
H 0.8521 -2.1636 -4.4894 0.149 0.209 0.476 0.410
H 1.9926 -1.6471 -3.2230 -0.388 0.130 -0.166 0.336
H 0.1184 0.3953 -2.9091 0.125 -0.327 -0.287 0.253
H -0.9091 -0.8288 -3.6916 0.277 0.138 0.194 0.568
H 0.7750 -1.1760 -1.1370 -0.401 0.063 -0.069 -0.309
H -0.0270 -2.5232 -1.9760 -0.176 0.767 0.241 0.452
H -1.5758 -2.0188 -0.3124 -0.491 0.306 -0.334 0.318
H -2.2696 -1.2212 -1.7925 0.133 0.025 0.526 0.478
H -2.0911 0.8489 -0.6031 0.180 -0.116 0.026 0.292
H -1.4839 2.6449 4.4676 0.245 0.161 -0.141 0.348
H 1.5177 -1.9782 2.8673 -0.357 0.474 -0.243 0.449
H 1.2528 -0.9157 4.2554 -0.181 0.009 -0.521 0.356
H 2.8437 0.7849 3.1648 0.028 -0.480 0.252 0.241
H 3.6224 -0.6235 3.8781 -0.381 -0.121 -0.318 0.517
H 3.9807 -1.5709 1.6642 0.288 0.594 -0.337 0.545
H 2.9213 -0.4382 0.8310 0.391 0.163 0.214 -0.344
H 4.3999 4.2813 -1.0628 -0.028 -0.563 0.404 0.410
H 1.8446 4.9432 -1.2281 -0.070 -0.419 0.337 0.412
H 2.1199 1.2440 0.7835 -0.125 0.461 -0.121 -0.341
H 0.2048 -1.6452 1.0514 0.140 0.154 0.183 0.360
C -0.4835 -6.2913 -3.8679 0.237 0.027 0.099 -1.315
C -1.4134 -5.6569 -2.8466 -0.239 -0.142 -0.687 0.336
C -2.8636 -6.0236 -3.1166 -0.124 0.066 0.213 -1.337
O -1.2637 -4.2313 -2.8820 0.083 0.145 0.355 -0.388
H -0.7199 -5.9414 -4.8767 -0.120 -0.061 0.020 0.339
H 0.5527 -6.0127 -3.6685 -0.020 -0.050 0.047 0.325
H -0.5612 -7.3790 -3.8504 -0.005 0.022 -0.034 0.404
H -1.1333 -5.9819 -1.8431 0.036 0.212 0.034 0.267
H -3.1767 -5.6653 -4.1012 0.095 -0.086 -0.048 0.352
H -3.5212 -5.5545 -2.3826 0.032 -0.060 0.031 0.324
H -3.0116 -7.1034 -3.0768 -0.012 0.023 -0.031 0.397
H -1.5107 -3.9317 -3.7647 0.000 -0.095 -0.006 0.280
C -4.4532 3.7292 3.6843 0.018 0.222 -0.010 -0.948
C -5.7292 3.1078 4.2319 0.471 -0.499 -0.222 0.333
C -5.4218 1.9595 5.1816 -0.132 0.008 0.184 -1.157
O -6.5315 2.6336 3.1533 -0.240 0.225 0.063 -0.540
H -3.8736 2.9922 3.1165 -0.019 -0.080 0.078 0.090
H -4.6863 4.5440 2.9983 0.004 0.020 0.065 0.342
H -3.8274 4.1198 4.4905 0.002 0.022 -0.030 0.330
H -6.3124 3.8680 4.7529 -0.121 -0.038 -0.133 0.315
H -4.8754 1.1644 4.6633 0.073 0.079 -0.038 0.255
H -6.3443 1.5177 5.5594 0.015 0.058 0.021 0.319
H -4.8238 2.2969 6.0308 -0.006 -0.034 -0.004 0.347
H -6.0285 1.9599 2.6833 -0.018 0.010 0.027 0.329
```
Forces are in eV/Å.

The calculation puts the HOMO energy at -11.200 eV. The value obtained for the electronic energy is -2614.8533 a.u. Its charge is +1. As for the LUMO energy: -3.24 eV.


Record 2
Entry from the Open Molecules 2025 dataset: 2 unconnected molecules or ions with the total composition C5H12O2 (ωB97M-V/def2-TZVPD).

Geometry as XYZ:
```
19
Properties=species:S:1:pos:R:3:forces:R:3:mulliken_charge:R:1
C 0.3981 -2.2084 2.2526 -0.019 -0.095 0.066 -1.269
C 0.5282 -0.9588 1.3755 0.017 0.089 0.029 -0.119
C -0.8323 -0.5958 0.8411 -0.177 0.283 0.147 -0.111
O -1.4963 0.3395 1.2240 0.288 -0.480 -0.178 -0.471
C 0.3822 1.1406 -1.3927 -0.295 -0.248 0.171 -0.002
C -0.9436 1.5580 -2.0127 -0.015 0.046 -0.052 -1.089
O 1.5002 1.7417 -2.0161 0.075 0.312 -0.020 -0.558
H -0.2731 -2.0146 3.0952 0.108 -0.050 -0.099 0.329
H -0.0085 -3.0495 1.6798 0.062 0.101 0.096 0.355
H 1.3709 -2.5092 2.6504 -0.130 0.039 -0.071 0.350
H 0.9211 -0.1115 1.9456 -0.071 -0.116 -0.062 0.303
H 1.2033 -1.1593 0.5333 -0.130 0.030 0.116 0.264
H -1.2275 -1.2832 0.0589 -0.019 0.061 0.096 0.362
H 0.3731 1.3537 -0.3137 0.065 0.006 -0.217 0.186
H 0.5285 0.0601 -1.5142 -0.014 0.163 -0.005 0.202
H -1.1697 2.6066 -1.7862 0.048 -0.122 -0.048 0.317
H -0.8994 1.4400 -3.0998 -0.030 -0.011 0.135 0.336
H -1.7700 0.9546 -1.6218 0.139 0.096 -0.026 0.300
H 1.4150 2.6957 -1.8991 0.099 -0.103 -0.074 0.315
```
Forces are in eV/Å.

The calculation puts the HOMO energy at -9.958 eV. The value obtained for the electronic energy is -348.1578 a.u. The relative energy (zero: lowest compared OMol25 entry of this formula, charge and spin) is 29.5 kcal/mol. Its charge is 0. Its SMILES is CCC=O.CCO. As for the LUMO energy: 0.80 eV.


Record 3
Entry from the Open Molecules 2025 dataset: a molecular structure, C23H36MnP2 in a non-equilibrium geometry (ωB97M-V/def2-TZVPD).

Geometry as XYZ:
```
62
Properties=species:S:1:pos:R:3:forces:R:3:mulliken_charge:R:1
P 0.7564 2.3489 -0.8732 0.726 -1.368 1.710 1.786
P -1.2418 -1.8410 0.5421 2.487 1.129 -2.468 1.268
C 0.6145 -0.3278 -1.1927 0.282 -0.637 0.637 -0.239
C 0.0734 -1.6530 -0.7956 -0.092 -0.070 -0.471 -1.010
H 1.6489 -0.2646 -0.8657 -0.005 -0.138 -0.631 0.096
H 0.5535 -0.0764 -2.2788 -0.280 -0.212 1.010 -0.205
H -0.4466 -2.0223 -1.6785 -0.008 -0.619 0.132 0.455
H 0.8541 -2.3489 -0.4682 -0.122 -0.357 -0.195 -0.028
C -0.6674 -2.5026 2.0846 -0.150 -0.405 0.820 -1.427
H -1.6167 -2.5296 2.6252 0.130 -0.209 0.481 0.416
H 0.0161 -1.8636 2.6449 -0.098 0.259 -0.252 0.338
H -0.2419 -3.5087 2.0646 -0.126 0.097 -0.340 0.438
C -2.0939 -3.1243 -0.3252 -1.543 -1.289 0.096 -1.406
H -1.9246 -4.1061 0.1001 -0.221 -0.169 0.588 0.456
H -1.8269 -3.2970 -1.3669 0.093 0.707 0.073 0.448
H -3.1457 -2.8723 -0.2710 -0.529 -0.340 -0.051 0.390
C 1.5103 3.7199 0.0752 -0.308 1.577 -0.231 -1.484
H 0.7683 4.5495 0.1410 0.873 0.050 -0.018 0.511
H 2.4707 4.0253 -0.3926 -0.627 0.148 0.394 0.330
H 1.7298 3.3892 1.1195 -0.413 0.263 -0.948 0.369
C 0.5532 2.6765 -2.6341 -0.329 0.718 -0.735 -1.467
H 0.5390 1.7068 -3.1633 -0.026 0.447 0.310 0.297
H 1.3921 3.2737 -3.0459 -0.606 -0.149 0.184 0.402
H -0.4364 3.1693 -2.7960 0.849 -0.075 -0.182 0.426
Mn 0.7671 0.5856 0.8296 -0.507 -0.038 -0.772 0.003
C 3.2785 -1.7006 -0.3946 -0.537 0.060 -0.327 -0.530
C 3.0723 -1.4474 0.9155 0.838 -0.993 -0.659 0.041
C 4.0734 -0.6939 1.7586 0.222 0.484 0.139 -0.867
C 4.5456 0.6183 1.0793 0.175 -0.798 0.292 -1.076
C 3.4077 1.2969 0.3977 0.381 0.422 -0.420 -0.373
C 3.2025 1.2384 -0.9332 1.849 1.759 -0.405 0.255
C 3.9739 0.3465 -1.8658 0.304 -0.443 -0.088 -1.257
C 4.3187 -1.0877 -1.3043 0.370 0.088 -0.392 -0.811
C -0.9009 2.3863 -0.2774 -1.139 1.401 0.655 -1.542
H 2.6215 -2.3131 -1.0293 -0.073 0.134 0.976 0.350
H 2.2658 -1.9341 1.4767 0.186 0.017 -0.443 0.533
H 4.9865 -1.2913 1.9573 -0.599 -0.009 0.167 0.368
H 3.5804 -0.4384 2.7141 0.385 -0.155 -0.233 0.333
H 4.9723 1.2776 1.8619 -0.127 -0.223 -0.526 0.471
H 5.3278 0.3897 0.3359 -0.196 0.333 0.653 0.169
H 2.8805 1.9663 1.0718 -0.208 0.124 -0.425 0.348
H 2.6993 2.0614 -1.5045 0.789 -1.370 0.818 0.410
H 4.9415 0.8300 -2.1567 -0.651 -0.227 0.234 0.359
H 3.3864 0.2734 -2.8065 0.324 -0.174 0.568 0.359
H 4.3816 -1.7352 -2.2128 0.369 0.327 0.842 0.437
H 5.2901 -1.0401 -0.7737 -0.394 -0.281 -0.674 0.329
H -1.0773 1.9879 0.7745 0.137 0.362 -1.518 0.316
H -1.5269 1.9145 -1.0663 0.013 0.418 1.016 0.284
H -0.9246 3.4881 -0.2221 -1.584 -0.141 -0.020 0.612
C -1.8870 -0.2513 0.8295 0.526 -0.809 0.592 -0.567
C -3.1452 -0.1133 0.7980 -1.979 0.178 -0.216 0.148
C -4.5520 -0.1789 0.8136 0.669 0.149 0.123 0.178
C -5.1917 -0.4923 2.0408 0.065 -0.374 0.569 -0.369
C -6.5645 -0.5272 2.1604 0.413 -0.196 0.243 -0.595
C -7.3697 -0.2620 1.0701 -0.355 0.044 0.208 -0.394
C -6.7857 -0.0179 -0.1587 0.018 -0.064 -0.226 -0.518
C -5.4171 0.0234 -0.2984 0.346 -0.056 -0.408 -0.395
H -4.5786 -0.7910 2.8890 -0.039 0.254 -0.090 0.333
H -7.0180 -0.8253 3.0980 0.077 0.122 0.065 0.355
H -8.4364 -0.2767 1.1905 -0.323 -0.035 -0.104 0.391
H -7.4363 0.0805 -1.0179 0.158 0.157 -0.144 0.361
H -4.9999 0.1324 -1.2905 0.136 0.193 0.012 0.393
```
Forces are in eV/Å.

The calculation puts the HOMO energy (spin up / spin down) at -4.477 / -4.760 eV. The value obtained for the electronic energy is -2731.2240 a.u. The relative energy (zero: lowest compared OMol25 entry of this formula, charge and spin) is 94.3 kcal/mol. Its charge is 0. The spin multiplicity is 6. As for the LUMO energy (spin up / spin down): 0.01 / -0.07 eV.


What did the second record say?
Entry from the Open Molecules 2025 dataset: 2 unconnected molecules or ions with the total composition C5H12O2 (ωB97M-V/def2-TZVPD).

Geometry as XYZ:
```
19
Properties=species:S:1:pos:R:3:forces:R:3:mulliken_charge:R:1
C 0.3981 -2.2084 2.2526 -0.019 -0.095 0.066 -1.269
C 0.5282 -0.9588 1.3755 0.017 0.089 0.029 -0.119
C -0.8323 -0.5958 0.8411 -0.177 0.283 0.147 -0.111
O -1.4963 0.3395 1.2240 0.288 -0.480 -0.178 -0.471
C 0.3822 1.1406 -1.3927 -0.295 -0.248 0.171 -0.002
C -0.9436 1.5580 -2.0127 -0.015 0.046 -0.052 -1.089
O 1.5002 1.7417 -2.0161 0.075 0.312 -0.020 -0.558
H -0.2731 -2.0146 3.0952 0.108 -0.050 -0.099 0.329
H -0.0085 -3.0495 1.6798 0.062 0.101 0.096 0.355
H 1.3709 -2.5092 2.6504 -0.130 0.039 -0.071 0.350
H 0.9211 -0.1115 1.9456 -0.071 -0.116 -0.062 0.303
H 1.2033 -1.1593 0.5333 -0.130 0.030 0.116 0.264
H -1.2275 -1.2832 0.0589 -0.019 0.061 0.096 0.362
H 0.3731 1.3537 -0.3137 0.065 0.006 -0.217 0.186
H 0.5285 0.0601 -1.5142 -0.014 0.163 -0.005 0.202
H -1.1697 2.6066 -1.7862 0.048 -0.122 -0.048 0.317
H -0.8994 1.4400 -3.0998 -0.030 -0.011 0.135 0.336
H -1.7700 0.9546 -1.6218 0.139 0.096 -0.026 0.300
H 1.4150 2.6957 -1.8991 0.099 -0.103 -0.074 0.315
```
Forces are in eV/Å.

The calculation puts the HOMO energy at -9.958 eV. The value obtained for the electronic energy is -348.1578 a.u. The relative energy (zero: lowest compared OMol25 entry of this formula, charge and spin) is 29.5 kcal/mol. Its charge is 0. Its SMILES is CCC=O.CCO. As for the LUMO energy: 0.80 eV.